Molecular formula: C61H143BN9O27
Method: DFT, wB97M-V/def2-TZVPD

Last column: Löwdin charge in e.
Geometry (Å):
C1 -4.824 -3.204 -13.902  -0.228
C2 -6.392 -12.431 -11.190  -0.193
H1 -15.778 -15.797 -9.642  0.118
N1 -7.095 -11.849 -12.360  -0.036
N2 -5.254 -4.490 -13.376  -0.050
C3 -16.710 -13.754 -28.569  -0.114
O1 -3.676 -6.421 -14.360  -0.206
C4 -10.887 -14.707 -19.678  -0.178
H2 -12.286 -5.675 -18.178  0.079
H3 -14.111 -13.820 -23.248  0.089
H4 -13.622 -6.525 -19.015  0.090
H5 -13.151 -4.486 -12.330  0.120
H6 -14.159 -16.568 -20.966  0.114
H7 -23.097 -15.693 -15.161  0.082
C5 -13.694 -10.960 -21.680  -0.116
H8 -11.511 -16.736 -20.915  0.102
C6 -11.256 -10.485 -17.776  -0.382
H9 -14.633 -10.986 -24.065  0.121
C7 -4.745 -6.120 -15.225  -0.211
H10 -21.543 -15.638 -14.409  0.080
H11 -6.264 -14.321 -10.386  0.106
O2 -2.569 -3.205 -13.153  -0.203
H12 -20.047 -14.029 -14.763  0.115
C8 -14.022 -13.031 -23.993  -0.190
H13 -7.513 -14.044 -22.180  0.087
H14 -14.257 -14.115 -7.665  0.119
H15 -21.577 -16.498 -15.813  0.082
H16 -13.652 -6.175 -15.466  0.108
H17 -10.417 0.874 -11.214  0.116
O3 -9.417 -8.424 -16.010  0.225
C9 -15.097 -2.465 -16.312  -0.204
C10 -15.672 -14.435 -25.093  -0.179
C11 -10.735 -11.352 -16.625  -0.401
C12 -20.305 -14.040 -15.826  -0.206
H18 -14.834 -4.249 -14.428  0.094
C13 -13.374 -17.872 -22.498  -0.212
H19 -5.913 -13.389 -21.797  0.081
C14 -22.041 -15.595 -15.394  -0.139
H20 -5.886 -7.217 -18.822  0.084
H21 -14.610 -19.868 -20.172  0.086
H22 -6.974 -12.321 -10.267  0.115
H23 -10.616 -8.416 -20.932  0.110
H24 -2.304 -6.047 -15.843  0.088
H25 -6.415 -6.124 -13.922  0.085
H26 -12.120 2.549 -11.349  0.091
H27 -15.262 -15.370 -27.000  0.121
H28 -8.095 -10.202 -14.112  0.123
C15 -6.589 -10.497 -12.610  -0.223
H29 -19.958 -14.930 -17.708  0.123
H30 -15.272 -0.442 -19.792  0.083
O4 -7.463 -12.090 -21.573  -0.155
H31 -4.300 -3.298 -14.871  0.121
C16 -19.367 -14.780 -16.802  -0.209
C17 -12.727 -13.190 -14.469  -0.118
H32 -12.707 -11.084 -22.131  0.072
H33 -13.060 -4.676 -16.013  0.093
C18 -9.428 -2.276 -16.959  -0.515
O5 -11.504 -6.260 -14.318  0.142
C19 -8.829 -12.025 -21.344  -0.276
H34 -1.693 -6.496 -14.160  0.086
H35 -9.242 -10.520 -22.776  0.126
H36 -15.791 -12.764 -6.451  0.085
H37 -4.043 -2.476 -11.933  0.112
H38 -15.219 -13.537 -15.452  0.102
O6 -16.239 -14.282 -7.874  -0.232
H39 -13.502 -11.274 -20.644  0.063
H40 -9.319 -9.955 -19.839  0.090
O7 -11.304 -9.249 -17.305  0.217
O8 -16.272 -13.577 -27.243  -0.215
H41 -5.422 -11.963 -11.050  0.118
C20 -8.488 -1.360 -17.730  -0.054
H42 -10.173 -1.486 -11.405  0.129
O9 -15.944 -1.812 -18.442  -0.192
H43 -15.224 -11.363 -17.727  0.097
N3 -11.221 -1.754 -13.211  -0.049
C21 -16.060 -14.795 -26.516  -0.222
O10 -11.751 1.162 -12.793  -0.210
H44 -5.689 -2.633 -14.256  0.120
H45 -8.091 -11.774 -12.189  0.110
H46 -7.183 -7.812 -17.742  0.079
H47 -7.119 -8.895 -13.975  0.119
H48 -10.753 -13.975 -18.883  0.108
H49 -13.699 -17.697 -23.527  0.116
H50 -6.913 -13.829 -20.485  0.088
H51 -9.322 -7.863 -21.897  0.111
C22 -8.004 -7.930 -11.708  -0.084
C23 -3.844 -2.508 -13.004  -0.181
H52 -10.510 -14.343 -20.636  0.100
H53 -16.962 -15.386 -26.710  0.114
C24 -13.967 -5.297 -16.044  -0.240
O11 -11.470 -10.769 -18.917  0.141
C25 -9.576 -7.288 -15.370  -0.383
C26 -6.961 -13.398 -21.491  -0.119
H54 -12.588 -13.568 -11.824  0.123
C27 -9.505 -10.720 -21.737  -0.188
H55 -12.373 3.087 -13.055  0.084
C28 -10.759 -2.697 -17.636  -0.039
H56 -12.925 -7.151 -17.471  0.078
C29 -10.684 0.445 -12.183  -0.231
H57 -12.801 -15.693 -19.293  0.113
O12 -8.743 -3.421 -16.531  -0.045
H58 -17.547 -14.319 -14.968  0.119
H59 -6.306 -9.931 -11.711  0.098
C30 -14.884 -11.877 -23.475  -0.227
H60 -9.402 -12.828 -21.844  0.107
C31 -15.738 -1.355 -17.097  -0.214
C32 -7.614 -9.624 -13.314  -0.240
H61 -14.097 -16.302 -9.251  0.119
H62 -13.904 -15.706 -22.376  0.088
C33 -13.861 -19.294 -20.709  -0.100
H63 -10.726 2.903 -12.543  0.087
O13 -13.387 -14.167 -13.677  -0.196
H64 -13.644 -0.820 -13.136  0.067
O14 -11.554 -8.410 -15.042  0.247
C34 -12.286 -15.166 -20.111  -0.208
H65 -10.585 -10.881 -21.634  0.091
H66 -15.174 -15.142 -11.860  0.116
C35 -15.211 -4.672 -15.366  -0.187
H67 -9.804 -1.642 -16.140  0.118
C36 -14.807 -15.468 -9.254  -0.218
H68 -11.146 -1.870 -18.239  0.075
H69 -10.540 -3.570 -18.250  0.075
H70 -9.300 -6.489 -19.826  0.119
H71 -14.542 -13.032 -26.047  0.091
O15 -8.714 -6.472 -15.201  0.135
C37 -16.051 -13.232 -16.098  -0.207
H72 -11.152 -16.150 -17.458  0.088
H73 -8.629 -7.906 -10.812  0.085
H74 -12.654 -3.179 -11.220  0.113
N4 -15.916 -3.698 -16.207  -0.025
O16 -10.491 -10.579 -15.591  0.230
H75 -8.177 -1.817 -18.671  0.081
H76 -15.302 -1.089 -12.675  0.085
H77 -6.464 -4.713 -15.049  0.108
H78 -3.541 -15.633 -11.800  0.079
O17 -14.297 -5.674 -17.353  -0.175
H79 -13.346 -12.292 -14.497  0.092
C38 -16.552 -13.494 -6.741  -0.114
H80 -11.551 -2.849 -16.901  0.050
H81 -12.897 -14.284 -20.331  0.117
C39 -6.938 -7.131 -18.562  -0.083
H82 -14.884 -2.049 -15.316  0.106
C40 -11.731 -3.108 -13.209  -0.188
H83 -16.597 -3.346 -15.532  0.104
C41 -11.738 2.526 -12.370  -0.099
H84 -8.267 -7.034 -12.277  0.082
H85 -9.441 -7.891 -18.899  0.106
O18 -7.562 -7.700 -19.721  -0.181
C42 -6.270 -13.924 -11.416  -0.251
O19 -10.120 -15.900 -19.405  -0.209
H86 -15.137 -0.438 -17.095  0.118
H87 -20.342 -12.981 -16.086  0.122
H88 -4.405 -5.007 -13.166  0.082
H89 -15.012 -15.616 -6.978  0.121
C43 -9.519 -8.383 -20.955  -0.188
C44 -14.567 -12.241 -17.670  -0.098
H90 -2.330 -7.697 -15.316  0.085
C45 -10.970 -1.040 -12.009  -0.236
H91 -14.153 -12.288 -18.678  0.069
H92 -11.746 -1.175 -13.851  0.097
H93 -16.707 -14.212 -5.925  0.084
H94 -13.545 -15.737 -11.648  0.123
O20 -15.456 -13.302 -17.394  -0.185
H95 -16.748 -1.036 -16.809  0.122
H96 -9.853 -17.285 -17.927  0.079
H97 -16.368 -12.222 -15.827  0.127
H98 -4.962 -16.229 -12.582  0.085
N5 -8.981 -9.754 -20.774  -0.037
C46 -16.220 -0.825 -19.401  -0.136
H99 -15.949 -11.929 -23.724  0.110
C47 -5.836 -5.349 -14.426  -0.174
H100 -5.664 -10.448 -13.195  0.121
H101 -12.368 -13.640 -15.392  0.081
H102 -4.908 -15.950 -10.783  0.079
H103 -12.114 -3.398 -14.191  0.102
H104 -8.998 -0.430 -17.988  0.074
H105 -17.791 -14.084 -17.919  0.115
O21 -14.753 -11.812 -22.052  -0.175
H106 -17.489 -13.006 -7.000  0.086
H107 -14.119 -2.668 -16.752  0.112
C48 -14.173 -14.854 -11.514  -0.207
C49 -10.235 -16.265 -18.032  -0.113
H108 -16.494 -13.798 -24.749  0.111
H109 -1.040 -4.027 -11.996  0.079
H110 -19.140 -15.815 -16.505  0.112
H111 -5.161 -6.998 -15.729  0.116
C50 -14.966 -14.936 -7.836  -0.200
H112 -17.161 -14.732 -28.751  0.082
N6 -14.401 -13.675 -25.277  -0.054
H113 -7.159 -14.371 -11.869  0.126
C51 -17.170 -14.248 -15.994  -0.225
C52 -12.899 -3.430 -12.257  -0.181
C53 -13.545 -13.738 -12.331  -0.231
C54 -13.433 -16.505 -21.794  -0.211
H114 -15.889 -13.509 -29.246  0.087
N7 -14.268 -14.447 -10.119  -0.085
O22 -10.617 -12.542 -16.701  0.131
H115 -1.268 -2.366 -11.799  0.081
O23 -5.077 -14.270 -12.092  -0.172
N8 -12.173 -16.052 -21.267  -0.062
H116 -15.931 -5.459 -15.141  0.119
H117 -13.709 -12.007 -17.036  0.071
H118 -7.217 -6.129 -18.230  0.085
B1 -10.702 -9.147 -15.974  -0.888
H119 -13.521 -18.494 -20.042  0.078
H120 -14.128 -1.166 -11.440  0.084
H121 -9.297 -3.957 -15.952  0.080
O24 -14.322 -18.739 -21.933  -0.196
H122 -15.375 -15.229 -24.414  0.112
H123 -11.831 -1.008 -11.315  0.099
O25 -8.558 -9.022 -12.458  -0.177
H124 -16.882 -1.192 -20.182  0.082
H125 -2.403 -3.484 -11.040  0.084
C55 -13.202 -6.261 -18.047  -0.078
H126 -7.672 -1.095 -17.060  0.075
C56 -14.280 -1.428 -12.492  -0.121
H127 -4.499 -5.486 -16.089  0.113
H128 -16.737 -15.265 -16.012  0.122
H129 -6.957 -7.958 -11.416  0.082
H130 -12.996 -12.669 -24.029  0.114
H131 -17.504 -13.034 -28.786  0.083
C57 -11.000 -7.245 -14.765  -0.375
H132 -9.073 -12.262 -20.295  0.119
H133 -14.022 -9.922 -21.566  0.095
H134 -12.971 -19.890 -20.932  0.086
N9 -18.175 -13.975 -16.990  -0.058
O26 -21.668 -14.417 -16.061  -0.200
H135 -14.550 -13.499 -9.936  0.114
H136 -14.061 -12.774 -12.310  0.124
C58 -4.632 -15.574 -11.769  -0.122
H137 -10.951 -3.870 -13.115  0.111
H138 -16.710 0.086 -19.030  0.078
O27 -14.138 -2.825 -12.647  -0.212
C59 -2.425 -6.666 -14.948  -0.099
H139 -9.393 -15.732 -17.569  0.089
C60 -1.845 -3.289 -11.959  -0.150
H140 -3.591 -1.506 -13.359  0.119
H141 -11.739 -12.949 -14.053  0.091
H142 -9.814 0.587 -12.839  0.125
C61 -8.947 -7.528 -19.816  -0.246
H143 -12.366 -18.298 -22.552  0.122

Forces on atoms 1 to 6 (eV/Å):
C -0.10 -0.24 -1.08
C -1.46 -0.68 -1.30
H -0.10 -0.34 0.34
N 1.26 1.07 0.54
N 0.26 -0.27 -0.34
C -0.18 0.59 -0.01

Values from the calculation:
* electronic energy: -4958.84250 Ha
* highest occupied orbital energy: -6.40 eV
* charge: -1

Molecular formula: C2H4F3N2O
Method: DFT, wB97M-V/def2-TZVPD

Last column: Löwdin charge in e.
Geometry (Å):
C1 1.620 0.044 0.094  -0.593
H1 -2.886 1.149 0.395  0.169
H2 0.290 -2.069 -0.064  0.142
H3 -1.443 -1.537 -0.188  0.187
N1 -0.446 -1.421 0.047  0.315
F1 2.231 -1.166 -0.040  0.147
H4 -0.446 1.733 -0.580  0.121
F2 1.850 0.709 -1.020  0.213
C2 0.124 -0.296 0.184  0.090
F3 2.120 0.707 1.112  0.232
N2 -0.903 1.280 0.233  0.065
O1 -2.111 0.867 -0.174  -0.089

Forces on atoms 1 to 6 (eV/Å):
C 0.94 -1.70 0.01
H 1.80 -0.12 -0.06
H 0.27 -2.44 -0.27
H 0.33 0.04 0.37
N 0.88 2.20 -0.05
F 0.09 0.38 0.38

Values from the calculation:
* electronic energy: -562.55305 Ha
* highest occupied orbital energy: -15.74 eV
* charge: +1